{
  "formula": "C22H28BaN6O7S2",
  "method": "the ωB97M-V functional and the def2-TZVPD basis",
  "symbols": ["Ba", "O", "S", "O", "N", "C", "O", "C", "C", "C", "C", "C", "C", "H", "H", "H", "H", "C", "C", "C", "C", "N", "N", "H", "H", "H", "H", "H", "H", "H", "H", "H", "H", "H", "H", "S", "C", "N", "C", "C", "C", "N", "H", "H", "H", "H", "H", "H", "H", "H", "O", "C", "O", "C", "C", "C", "C", "C", "C", "N", "O", "O", "H", "H", "H", "H"],
  "positions_angstrom": [[-0.763, -0.194, -0.934], [-1.291, -2.268, -2.785], [-2.696, -1.966, -3.113], [-3.648, -2.960, -2.722], [-2.945, -0.489, -2.531], [-2.725, 0.438, -3.515], [-2.394, 1.592, -3.290], [-2.817, -0.169, -4.891], [-2.854, 0.470, -6.116], [-2.907, -0.317, -7.260], [-2.905, -1.708, -7.177], [-2.846, -2.351, -5.945], [-2.807, -1.549, -4.825], [-2.846, 1.551, -6.166], [-2.951, 0.155, -8.232], [-2.947, -2.297, -8.084], [-2.839, -3.430, -5.869], [0.851, -5.177, -0.535], [-0.181, -4.618, 0.438], [-1.469, -5.443, 0.356], [0.373, -4.637, 1.857], [-0.399, -3.218, 0.005], [-1.404, -2.485, 0.701], [1.092, -6.210, -0.282], [1.765, -4.583, -0.497], [0.469, -5.160, -1.559], [-1.256, -6.493, 0.560], [-1.916, -5.371, -0.639], [-2.210, -5.122, 1.093], [0.575, -5.665, 2.160], [-0.338, -4.215, 2.570], [1.293, -4.057, 1.919], [-0.681, -3.245, -0.971], [-1.016, -2.200, 1.596], [-2.251, -3.028, 0.847], [1.216, -1.063, 1.958], [1.397, 0.059, 3.223], [0.706, 1.196, 3.276], [0.872, 2.205, 4.310], [2.277, 2.131, 4.883], [2.554, 0.703, 5.319], [2.268, -0.199, 4.214], [0.101, 1.394, 2.478], [0.134, 2.058, 5.105], [0.685, 3.180, 3.860], [2.376, 2.808, 5.731], [2.999, 2.429, 4.121], [1.941, 0.448, 6.189], [3.599, 0.578, 5.602], [2.765, -1.069, 4.127], [-0.392, 1.945, 0.738], [0.607, 2.335, 0.057], [1.186, 1.630, -0.797], [1.126, 3.728, 0.317], [2.320, 4.137, -0.265], [2.828, 5.397, -0.001], [2.116, 6.227, 0.847], [0.919, 5.852, 1.430], [0.426, 4.587, 1.157], [2.658, 7.568, 1.146], [2.026, 8.274, 1.906], [3.689, 7.895, 0.595], [2.840, 3.449, -0.917], [3.756, 5.742, -0.432], [0.398, 6.543, 2.075], [-0.510, 4.251, 1.583]],
  "forces_ev_per_angstrom": [[0.530, 0.107, 0.591], [-0.028, -0.334, -0.062], [0.114, 0.211, 0.095], [-0.039, 0.008, 0.022], [-0.195, -0.185, -0.155], [0.018, -0.004, 0.139], [-0.081, 0.053, -0.017], [0.046, 0.038, -0.017], [0.005, 0.002, -0.006], [-0.002, -0.005, 0.008], [0.000, 0.007, 0.010], [-0.002, 0.000, -0.012], [0.034, -0.007, -0.007], [-0.001, 0.000, 0.000], [0.000, -0.002, -0.003], [0.000, 0.004, -0.004], [0.002, 0.001, 0.000], [0.000, 0.007, 0.001], [0.025, 0.017, 0.015], [0.001, -0.002, 0.000], [0.000, 0.004, -0.007], [-0.012, 0.067, -0.098], [-0.145, 0.020, -0.126], [-0.001, -0.001, -0.002], [0.003, -0.002, -0.001], [0.001, 0.003, 0.000], [-0.001, -0.001, 0.000], [0.003, -0.001, -0.001], [0.000, 0.007, -0.003], [0.001, 0.002, 0.004], [-0.002, -0.007, 0.002], [0.000, -0.003, -0.003], [-0.092, -0.022, -0.039], [0.001, -0.046, 0.013], [-0.001, 0.000, 0.007], [0.001, 0.013, -0.017], [-0.008, -0.058, -0.066], [-0.140, 0.037, -0.069], [-0.017, 0.022, 0.006], [0.005, -0.007, -0.007], [0.002, -0.001, 0.004], [0.009, 0.026, 0.000], [0.174, 0.031, 0.002], [-0.001, 0.000, -0.003], [0.003, -0.001, -0.007], [-0.003, 0.002, -0.004], [-0.003, 0.004, -0.004], [0.000, 0.002, 0.000], [-0.002, -0.002, 0.001], [-0.001, 0.001, -0.012], [-0.128, 0.050, -0.223], [-0.085, -0.121, 0.215], [-0.061, 0.085, -0.225], [0.071, -0.036, 0.064], [0.000, -0.005, 0.006], [0.003, 0.002, 0.007], [0.035, -0.019, 0.043], [-0.005, 0.003, 0.004], [0.003, 0.004, -0.005], [-0.119, 0.072, -0.172], [0.037, -0.021, 0.065], [0.049, -0.024, 0.057], [-0.001, 0.005, -0.004], [0.000, 0.000, -0.001], [-0.001, 0.001, -0.001], [0.003, 0.002, 0.002]],
  "charge": 0,
  "fmax_ev_per_a": 0.80,
  "homo_ha": -0.312,
  "multiplicity": 1,
  "total_energy_ha": -2532.31759
}

{
  "formula": "C22H28BrN3O6S",
  "method": "the ωB97M-V functional and the def2-TZVPD basis",
  "symbols": ["O", "O", "O", "O", "O", "Br", "O", "C", "C", "C", "C", "C", "C", "C", "C", "C", "C", "C", "C", "C", "C", "C", "N", "N", "N", "C", "C", "C", "C", "C", "C", "C", "S", "H", "H", "H", "H", "H", "H", "H", "H", "H", "H", "H", "H", "H", "H", "H", "H", "H", "H", "H", "H", "H", "H", "H", "H", "H", "H", "H", "H"],
  "positions_angstrom": [[-4.288, 2.973, -1.637], [6.310, -0.105, 2.981], [1.740, -1.259, 2.181], [-5.589, -2.846, -0.838], [-3.349, -3.371, -0.061], [0.949, 2.501, -0.486], [-5.532, 1.289, -0.806], [-4.348, 1.898, -1.063], [5.680, 0.916, 3.211], [2.765, -0.844, 2.708], [-5.663, 0.624, -4.932], [-4.371, 0.903, -4.476], [-6.267, -0.594, -4.609], [-0.588, 0.138, 0.083], [-1.877, 1.998, -0.736], [-1.754, -0.621, 0.166], [-3.683, -0.039, -3.704], [-5.583, -1.530, -3.825], [-0.645, 1.451, -0.374], [-3.075, 1.251, -0.657], [-2.991, -0.090, -0.213], [-4.288, -1.257, -3.362], [3.002, -1.320, 3.938], [4.441, 1.154, 2.769], [-4.119, -0.886, -0.135], [6.313, 2.011, 4.035], [4.042, -1.045, 4.926], [3.384, -1.012, -0.304], [4.840, 0.954, -0.144], [4.279, -0.229, 0.668], [-3.546, -2.272, -2.525], [3.569, 0.261, 1.967], [-4.178, -2.439, -0.834], [-6.197, 1.896, -1.170], [-6.195, 1.354, -5.536], [-3.901, 1.852, -4.718], [-7.270, -0.815, -4.963], [0.360, -0.294, 0.385], [-1.890, 3.029, -1.081], [-1.681, -1.631, 0.559], [-2.675, 0.188, -3.369], [-6.065, -2.472, -3.577], [2.315, -2.005, 4.213], [4.049, 2.045, 3.023], [-4.986, -0.400, -0.349], [5.762, 2.129, 4.965], [6.305, 2.942, 3.472], [7.343, 1.733, 4.255], [3.811, -1.580, 5.848], [4.087, 0.019, 5.155], [5.007, -1.402, 4.564], [2.518, -0.413, -0.585], [3.054, -1.944, 0.152], [3.945, -1.270, -1.202], [5.602, 1.480, 0.428], [4.039, 1.645, -0.406], [5.311, 0.588, -1.057], [5.103, -0.888, 0.932], [-2.489, -2.012, -2.457], [-3.620, -3.255, -2.992], [2.780, 0.916, 1.600]],
  "forces_ev_per_angstrom": [[-0.795, -0.857, 0.514], [-0.368, -0.192, -0.144], [-0.078, 0.227, -1.038], [1.671, 1.540, -0.658], [-0.176, 1.933, -1.506], [-0.391, -0.218, 0.018], [0.501, 0.384, -0.061], [1.034, 1.701, -1.008], [1.528, -0.528, 0.100], [-0.619, 0.244, 0.014], [0.190, -0.205, 0.252], [-0.166, -0.329, 0.042], [0.431, 0.037, 0.207], [-0.064, -0.026, -0.093], [0.168, 0.157, 0.071], [0.509, 0.283, 0.002], [-0.401, 0.018, -0.101], [-0.021, 0.322, -0.166], [-0.912, -0.147, -0.104], [0.592, -0.899, 0.571], [0.945, 0.579, -0.039], [-0.282, 0.322, -0.097], [0.872, -0.018, 1.160], [-1.448, -0.254, -0.261], [-1.072, -1.464, -0.713], [-0.037, 0.017, -0.130], [0.190, -0.129, -0.349], [-0.096, -0.255, 0.724], [0.202, -0.154, 0.778], [0.193, -0.190, -0.706], [0.015, 0.347, -0.213], [0.519, 0.091, -0.257], [-1.225, -2.552, 2.217], [-0.070, -0.150, 0.014], [0.075, -0.100, 0.080], [-0.050, -0.163, 0.044], [0.150, 0.005, 0.053], [-0.108, -0.049, 0.110], [-0.295, -0.232, 0.050], [-0.181, 0.112, -0.133], [-0.079, -0.081, 0.017], [0.127, 0.139, 0.045], [-0.072, 0.100, -0.196], [-0.104, -0.052, -0.037], [0.007, -0.262, 0.077], [-0.030, 0.188, 0.119], [-0.028, 0.209, 0.121], [-0.170, -0.005, -0.041], [-0.145, 0.039, -0.169], [0.101, -0.052, 0.047], [0.039, 0.221, 0.132], [-0.130, -0.055, -0.098], [-0.242, 0.044, -0.106], [0.060, 0.132, 0.013], [0.016, 0.193, -0.059], [-0.021, 0.079, -0.074], [-0.094, 0.004, 0.026], [0.109, 0.091, 0.216], [-0.012, -0.034, 0.198], [-0.059, -0.155, 0.418], [-0.202, 0.049, 0.112]],
  "charge": 0,
  "fmax_ev_per_a": 3.60,
  "homo_ha": -0.329,
  "multiplicity": 1,
  "total_energy_ha": -4443.08408
}

{
  "formula": "C22H28BrN8O6S",
  "method": "the ωB97M-V functional and the def2-TZVPD basis",
  "symbols": ["C", "C", "C", "N", "C", "C", "S", "C", "N", "N", "C", "O", "O", "C", "O", "C", "C", "C", "O", "Br", "C", "O", "O", "H", "H", "H", "H", "H", "H", "H", "H", "H", "H", "H", "H", "H", "C", "C", "N", "H", "H", "H", "C", "C", "N", "H", "H", "H", "C", "C", "N", "H", "H", "H", "C", "C", "N", "H", "H", "H", "C", "C", "N", "H", "H", "H"],
  "positions_angstrom": [[2.241, -0.867, -1.403], [1.897, 0.359, -2.375], [0.412, 1.032, -2.302], [-0.011, 1.274, -0.904], [-0.760, 0.252, -3.073], [-1.575, 1.127, -4.145], [-3.079, 2.001, -3.463], [-2.800, 2.527, -1.728], [-3.322, 1.916, -0.501], [-2.859, 2.600, 0.584], [-1.990, 3.692, 0.208], [-2.022, 3.591, -1.201], [0.724, 2.365, -2.859], [2.007, 2.471, -3.525], [2.310, 3.038, -4.596], [2.931, 1.588, -2.505], [4.303, 1.178, -3.278], [5.290, 0.263, -2.409], [5.711, -0.822, -2.916], [5.914, 0.700, -0.563], [3.052, 2.623, -1.260], [2.966, 2.285, -0.029], [3.231, 3.966, -1.611], [1.430, -1.694, -1.450], [2.350, -0.440, -0.335], [3.237, -1.388, -1.633], [1.852, -0.141, -3.410], [-0.893, 0.807, -0.661], [0.730, 1.085, -0.217], [-1.525, -0.260, -2.396], [-0.244, -0.596, -3.676], [-0.944, 1.883, -4.731], [-1.978, 0.374, -4.941], [-1.443, 4.467, 0.834], [4.774, 2.174, -3.607], [3.976, 0.524, -4.175], [-5.092, -1.573, -5.363], [-4.165, -0.563, -5.881], [-3.437, 0.231, -6.288], [-5.343, -1.388, -4.316], [-6.029, -1.584, -5.925], [-4.666, -2.577, -5.423], [0.969, 1.302, 3.081], [-0.164, 0.550, 2.538], [-1.057, -0.041, 2.107], [1.274, 0.921, 4.059], [1.842, 1.245, 2.424], [0.727, 2.360, 3.206], [-2.644, -1.948, 4.202], [-3.698, -2.952, 4.035], [-4.528, -3.741, 3.903], [-1.652, -2.376, 4.042], [-2.758, -1.122, 3.496], [-2.653, -1.518, 5.207], [-3.680, -6.428, 6.898], [-2.475, -5.635, 7.157], [-1.528, -5.012, 7.359], [-4.452, -5.836, 6.399], [-3.467, -7.287, 6.258], [-4.115, -6.813, 7.823], [4.848, 1.072, 3.922], [3.714, 0.750, 4.790], [2.817, 0.497, 5.465], [4.605, 1.878, 3.224], [5.718, 1.395, 4.500], [5.156, 0.210, 3.326]],
  "forces_ev_per_angstrom": [[-0.150, 0.568, 0.880], [-0.058, -1.272, -1.161], [1.252, 0.189, 2.295], [0.065, -0.762, -0.903], [0.498, 0.019, -1.410], [1.156, -0.976, -0.404], [0.472, 0.504, 1.430], [0.466, -0.191, 6.507], [1.984, 2.323, -3.047], [2.140, 2.808, -0.961], [-4.350, -5.682, -3.040], [0.587, 0.889, -0.524], [0.410, 0.179, -2.551], [1.001, -0.285, -0.343], [-1.892, -2.082, 4.270], [-0.872, 0.421, -1.354], [-1.031, 0.352, 1.053], [0.994, -3.949, -3.238], [-1.753, 4.867, 2.569], [-0.533, 0.016, -1.263], [0.854, 5.331, 1.561], [-0.122, -0.674, -3.121], [-0.702, -6.484, 0.450], [1.169, 1.536, 0.151], [-0.312, -0.899, -1.552], [-1.402, 0.988, 0.004], [0.444, 0.808, 1.053], [0.809, 0.221, -0.037], [-0.476, 0.300, -0.540], [1.252, 0.873, -0.601], [-0.852, 1.341, 0.913], [-0.742, -1.082, 1.225], [0.509, 1.750, 1.828], [-0.808, -1.299, -1.449], [-0.450, -1.638, 0.562], [0.908, 1.120, 1.449], [-0.206, -0.210, 0.162], [-0.032, 0.075, -0.131], [-0.752, -0.560, -0.209], [0.177, 0.172, -0.115], [0.189, 0.166, -0.061], [0.135, 0.204, -0.076], [0.141, 0.137, 0.138], [-0.251, -0.098, -0.202], [0.629, 0.315, 0.292], [-0.382, -0.067, -0.289], [-0.219, -0.037, -0.188], [-0.165, -0.142, -0.169], [0.129, 0.244, 0.050], [-0.053, -0.084, 0.037], [0.373, 0.298, 0.129], [-0.217, -0.102, -0.061], [-0.084, -0.237, -0.048], [-0.170, -0.216, -0.040], [-0.318, -0.163, -0.065], [0.086, 0.082, -0.004], [-0.436, -0.292, -0.077], [0.253, 0.120, 0.009], [0.178, 0.177, 0.053], [0.223, 0.139, 0.015], [0.274, 0.113, -0.244], [0.100, -0.056, 0.140], [0.564, 0.068, -0.100], [-0.187, -0.102, 0.095], [-0.224, -0.064, 0.130], [-0.217, -0.003, 0.127]],
  "charge": -1,
  "fmax_ev_per_a": 7.77,
  "homo_ha": -0.190,
  "multiplicity": 1,
  "total_energy_ha": -4716.64304
}

{
  "formula": "C22H28Cl6FN2",
  "method": "the ωB97M-V functional and the def2-TZVPD basis",
  "symbols": ["C", "C", "Cl", "C", "N", "N", "C", "C", "Cl", "C", "C", "Cl", "C", "C", "C", "C", "C", "Cl", "C", "C", "Cl", "C", "C", "Cl", "H", "H", "H", "H", "H", "H", "H", "H", "H", "H", "H", "H", "H", "H", "H", "H", "H", "H", "H", "H", "H", "H", "H", "F", "C", "C", "C", "C", "C", "C", "H", "H", "H", "H", "H"],
  "positions_angstrom": [[-2.079, 3.018, -1.978], [-2.911, 1.795, -1.636], [-4.491, 1.861, -2.470], [-3.169, 1.640, -0.122], [-2.301, 0.596, 0.474], [-1.040, 0.991, 0.447], [-0.115, 0.207, 0.939], [1.298, 0.705, 0.797], [1.967, -0.096, -0.657], [2.200, 0.434, 2.002], [3.543, 1.131, 1.906], [1.303, 1.012, 3.448], [-0.456, -1.012, 1.541], [-1.762, -1.422, 1.580], [-2.109, -2.726, 2.262], [-2.034, -3.907, 1.275], [-0.606, -4.429, 1.077], [-0.045, -4.245, -0.611], [-2.724, -0.570, 0.968], [-4.205, -0.905, 0.938], [-4.983, 0.089, 2.216], [-4.884, -0.819, -0.453], [-6.340, -0.406, -0.427], [-4.716, -2.439, -1.216], [-2.094, 3.193, -3.053], [-2.471, 3.907, -1.479], [-1.046, 2.861, -1.660], [-2.401, 0.895, -1.992], [-2.895, 2.556, 0.403], [-4.204, 1.419, 0.105], [1.259, 1.777, 0.597], [2.343, -0.641, 2.126], [4.031, 0.871, 0.963], [3.427, 2.214, 1.966], [4.190, 0.804, 2.719], [0.323, -1.616, 1.992], [-3.082, -2.676, 2.750], [-1.380, -2.870, 3.064], [-2.409, -3.582, 0.306], [-2.682, -4.712, 1.623], [0.118, -3.884, 1.683], [-0.522, -5.485, 1.325], [-4.314, -1.925, 1.288], [-4.319, -0.168, -1.116], [-6.756, -0.529, -1.427], [-6.909, -1.035, 0.260], [-6.443, 0.640, -0.135], [5.928, 3.676, -0.682], [6.257, 2.564, -1.372], [5.280, 1.615, -1.594], [5.617, 0.467, -2.297], [6.911, 0.287, -2.764], [7.872, 1.261, -2.527], [7.552, 2.414, -1.825], [4.276, 1.786, -1.228], [4.863, -0.288, -2.484], [7.171, -0.608, -3.313], [8.882, 1.124, -2.891], [8.284, 3.186, -1.629]],
  "forces_ev_per_angstrom": [[-0.022, 0.053, -0.021], [0.263, -0.116, 0.191], [-0.059, 0.176, -0.155], [-0.039, 0.296, 0.184], [0.085, -0.157, -0.064], [0.248, 0.134, -0.060], [-0.240, -0.108, 0.019], [0.034, 0.107, 0.093], [0.003, -0.027, -0.018], [0.047, -0.005, -0.138], [0.040, -0.095, -0.023], [-0.001, -0.027, 0.087], [0.210, 0.042, -0.062], [-0.266, 0.080, 0.079], [0.106, 0.115, -0.087], [0.008, 0.017, 0.020], [0.106, 0.029, 0.036], [-0.001, 0.056, -0.025], [0.023, -0.125, 0.090], [0.164, -0.092, 0.042], [0.062, 0.049, 0.006], [0.158, -0.032, -0.057], [-0.051, -0.179, -0.087], [0.113, -0.010, 0.103], [0.053, -0.037, 0.046], [-0.012, -0.053, -0.060], [-0.072, 0.022, 0.027], [-0.156, 0.042, -0.110], [-0.065, -0.064, -0.043], [0.084, 0.072, 0.000], [0.025, -0.076, -0.015], [-0.056, 0.067, 0.010], [-0.022, 0.023, 0.082], [-0.018, -0.042, -0.051], [-0.061, 0.065, -0.014], [-0.080, 0.034, -0.007], [-0.034, 0.057, -0.093], [-0.110, -0.010, -0.005], [-0.200, -0.107, -0.040], [0.054, 0.050, 0.000], [-0.079, -0.113, 0.029], [-0.011, 0.059, -0.047], [-0.028, -0.036, -0.013], [-0.234, -0.230, 0.091], [0.050, 0.063, 0.054], [0.018, 0.087, -0.010], [-0.012, -0.054, 0.024], [-0.003, 0.005, -0.001], [0.003, -0.011, 0.020], [-0.039, -0.019, -0.005], [0.019, 0.006, -0.006], [-0.002, 0.006, 0.009], [-0.003, -0.012, -0.001], [0.006, 0.004, 0.004], [-0.006, 0.015, -0.030], [-0.001, 0.001, -0.002], [0.002, 0.000, 0.001], [-0.001, 0.002, -0.002], [-0.004, 0.002, 0.005]],
  "charge": 1,
  "fmax_ev_per_a": 0.35,
  "homo_ha": -0.406,
  "multiplicity": 1,
  "total_energy_ha": -3825.41675
}